<P>
This record from the OMol25 dataset describes one molecule with the formula C2H4Cl2N2. The level of theory is ωB97M-V/def2-TZVPD.

The value obtained for the molecular weight is 126.97 u. Its gap between HOMO and LUMO is 9.91 eV.

Each atom is followed by the atoms it is bonded to, with distances in Å.
Geometry (Å):
1 H 2.12187 -1.03812 -0.50918  N2 0.982
2 N 1.55838 -0.23524 -0.45528  H1 0.982, C3 1.235
3 C 0.35698 -0.12937 -0.18910  N2 1.235, C4 1.532, N6 1.748
4 C -0.26649 1.26951 -0.21810  C3 1.532, Cl5 1.796, H8 1.121, H9 1.048
5 Cl -1.58940 1.30374 -1.43225  C4 1.796
6 N -0.77308 -1.33674 0.37872  C3 1.748, Cl7 1.690, H10 1.071
7 Cl 0.15810 -2.59583 1.01468  N6 1.690
8 H 0.48573 2.07642 -0.41784  C4 1.121
9 H -0.62137 1.64357 0.69390  C4 1.048
10 H -1.43071 -0.95795 1.13444  N6 1.071

Löwdin atomic charge list, values in e, 2 entries: 0.0390, 0.1595

<Q>
This record from the OMol25 dataset describes one molecule with the formula C2H4Cl2N2. The level of theory is ωB97M-V/def2-TZVPD.

The value obtained for the molecular weight is 126.97 u. Its gap between HOMO and LUMO is 10.46 eV.

Each atom is followed by the atoms it is bonded to, with distances in Å.
Geometry (Å):
1 H 1.59230 -1.33782 -1.21431  N2 0.996
2 N 0.63969 -1.32113 -0.92440  H1 0.996, C3 1.336
3 C 0.30293 -0.20664 -0.26958  N2 1.336, N4 1.386, C5 1.534
4 N 1.11755 0.80023 0.22526  C3 1.386, H8 0.993, H9 1.051
5 C -1.20005 -0.13688 0.03117  C3 1.534, Cl6 1.718, Cl7 1.805, H10 1.047
6 Cl -1.92883 1.39153 -0.25820  C5 1.718
7 Cl -1.53414 -0.53010 1.76042  C5 1.805
8 H 2.08531 0.65176 0.38825  N4 0.993
9 H 0.63940 1.53614 0.80275  N4 1.051
10 H -1.71416 -0.84709 -0.54136  C5 1.047

Löwdin atomic charge list, values in e, 2 entries: 0.0197, 0.1096

Least stable of them? <P>.

<P>
This record from the OMol25 dataset describes one molecule with the formula CH6N2OP2S. The level of theory is ωB97M-V/def2-TZVPD.

The value obtained for the molecular weight is 156.09 u. Its gap between HOMO and LUMO is 8.91 eV.

Each atom is followed by the atoms it is bonded to, with distances in Å.
Geometry (Å):
1 C 1.20306 0.03650 0.33359  N2 1.432, H8 1.077, H9 1.154, H10 1.035
2 N 0.15861 -0.68019 -0.33492  C1 1.432, P3 1.715, H11 1.033
3 P -0.58919 0.38388 -1.45326  N2 1.715, N4 1.717, H12 1.313
4 N -1.65101 1.18238 -0.36585  P3 1.717, P5 1.661, S6 1.735
5 P -1.28368 2.48028 0.60354  N4 1.661, S6 2.106, H13 1.438
6 S -2.38220 0.76963 1.15299  N4 1.735, P5 2.106, O7 1.434
7 O -1.60128 -0.12708 1.95364  S6 1.434
8 H 0.81450 1.01425 0.56192  C1 1.077
9 H 1.26346 -0.30830 1.43371  C1 1.154
10 H 2.10447 -0.03727 -0.16939  C1 1.035
11 H 0.45843 -1.47323 -0.92431  N2 1.033
12 H -1.53429 -0.45647 -1.80614  P3 1.313
13 H -2.19807 3.42020 0.01293  P5 1.438

Löwdin atomic charge list, values in e, 2 entries: -0.2403, -0.3606

<Q>
This record from the OMol25 dataset describes one molecule with the formula CH6N2OP2S. The level of theory is ωB97M-V/def2-TZVPD.

The value obtained for the molecular weight is 156.09 u. Its gap between HOMO and LUMO is 7.56 eV.

Each atom is followed by the atoms it is bonded to, with distances in Å.
Geometry (Å):
1 H -2.46630 2.70322 -0.88406  P2 1.565
2 P -1.24640 1.76991 -0.58437  H1 1.565, N3 1.553
3 N -2.02144 0.57222 0.03051  P2 1.553, P4 1.695
4 P -1.48668 -0.90007 0.67801  N3 1.695, S5 2.396, H9 1.368
5 S 0.17667 -1.43844 -0.96054  P4 2.396, O6 1.478, N7 1.760
6 O 0.78536 -2.67185 -0.42039  S5 1.478
7 N 0.90370 0.09847 -0.50624  S5 1.760, C8 1.418, H10 1.006
8 C 1.52805 0.21224 0.76157  N7 1.418, H11 1.018, H12 1.070, H13 1.058
9 H -2.46673 -1.48636 -0.07451  P4 1.368
10 H 1.62540 0.19545 -1.20046  N7 1.006
11 H 2.51566 -0.02777 0.81398  C8 1.018
12 H 1.26753 1.24103 0.89613  C8 1.070
13 H 0.88518 -0.26805 1.45036  C8 1.058

Löwdin atomic charge list, values in e, 2 entries: -0.1230, 0.7216

Least stable of them? <Q>.

<P>
This record from the OMol25 dataset describes a 2-piece molecular cluster, C5H13N4 overall. The level of theory is ωB97M-V/def2-TZVPD.

Its total charge is +1. The value obtained for the molecular weight is 129.19 u. Its gap between HOMO and LUMO is 10.03 eV.

Each atom is followed by the atoms it is bonded to, with distances in Å.
Geometry (Å):
1 C 1.30670 -1.31344 0.56057  N6 1.322, N8 1.286, H10 1.082
2 C -1.03957 0.52235 0.66823  C5 1.443, N7 1.189
3 C -2.61788 -1.25609 0.08857  C5 1.537, H11 1.087, H12 1.086, H13 1.087
4 C 1.65603 1.81425 -0.69457  N9 1.452, H14 1.096, H15 1.087, H16 1.090
5 C -1.72230 -0.11918 -0.42991  C2 1.443, C3 1.537, H17 1.096, H18 1.090
6 N 2.57369 -1.69001 0.56626  C1 1.322, H19 1.005, H21 1.011
7 N -1.25627 1.23947 1.59176  C2 1.189, H20 1.004
8 N 0.91679 -0.08907 0.50716  C1 1.286, N9 1.401
9 N 1.88410 0.92133 0.42781  C4 1.452, N8 1.401, H22 1.019
10 H 0.54152 -2.07695 0.61238  C1 1.082
11 H -3.09656 -1.73819 -0.75958  C3 1.087
12 H -3.38721 -0.86983 0.75045  C3 1.086
13 H -2.03636 -1.99997 0.62621  C3 1.087
14 H 0.68730 2.32482 -0.65154  C4 1.096
15 H 2.45124 2.55536 -0.69862  C4 1.087
16 H 1.70850 1.23517 -1.61604  C4 1.090
17 H -2.34697 0.63253 -0.92533  C5 1.096
18 H -1.01141 -0.50865 -1.15902  C5 1.090
19 H 2.85602 -2.65406 0.57981  N6 1.005
20 H -0.71632 1.62196 2.34673  N7 1.004
21 H 3.28066 -0.97118 0.49436  N6 1.011
22 H 1.91365 1.44019 1.30384  N9 1.019

Löwdin atomic charge list, values in e, 2 entries: -0.1927, -0.1479

<Q>
This record from the OMol25 dataset describes a 2-piece molecular cluster, C5H13N4 overall. The level of theory is ωB97M-V/def2-TZVPD.

Its total charge is +1. The value obtained for the molecular weight is 129.19 u. Its gap between HOMO and LUMO is 9.57 eV.

Each atom is followed by the atoms it is bonded to, with distances in Å.
Geometry (Å):
1 C -1.95228 -0.12149 -0.00818  C2 1.509, N6 1.362, N8 1.331
2 C -0.61297 -0.24461 0.67676  C1 1.509, C3 1.497, H10 1.086, H11 1.240
3 C -0.23069 1.20052 0.76415  C2 1.497, C4 1.495, N7 1.307
4 C 0.89744 1.73661 1.58483  C3 1.495, H12 1.122, H13 1.051, H14 1.112
5 C 2.32098 -1.15414 -0.89589  N9 1.506, H15 1.093, H16 1.142, H17 1.053
6 N -2.14286 1.16860 -0.40115  C1 1.362, N7 1.319
7 N -1.12953 1.86067 0.08289  C3 1.307, N6 1.319, H18 1.017
8 N -2.72946 -1.17439 -0.24864  C1 1.331, H19 1.010, H20 1.038
9 N 0.88168 -1.11093 -1.33688  C5 1.506, H21 0.984, H22 1.043
10 H -0.37515 -0.99142 1.42811  C2 1.086
11 H 0.00519 -0.77283 -0.25886  C2 1.240
12 H 1.70184 2.14365 0.91626  C4 1.122
13 H 1.30170 0.88762 2.05508  C4 1.051
14 H 0.40334 2.33043 2.38530  C4 1.112
15 H 2.23509 -0.57223 0.02545  C5 1.093
16 H 2.65545 -2.16806 -0.48942  C5 1.142
17 H 2.89442 -0.67241 -1.63585  C5 1.053
18 H -1.32074 2.78189 -0.30308  N7 1.017
19 H -2.73074 -1.97814 0.36226  N8 1.010
20 H -3.63830 -0.95737 -0.70061  N8 1.038
21 H 0.68351 -1.84748 -1.95779  N9 0.984
22 H 0.88206 -0.34448 -2.04474  N9 1.043

Löwdin atomic charge list, values in e, 2 entries: -0.3449, -0.0449

<R>
This record from the OMol25 dataset describes a 2-piece molecular cluster, C5H13N4 overall. The level of theory is ωB97M-V/def2-TZVPD.

Its total charge is +1. The value obtained for the molecular weight is 129.19 u. Its gap between HOMO and LUMO (alpha / beta) is 7.29 / 7.29 eV.

Each atom is followed by the atoms it is bonded to, with distances in Å.
Geometry (Å):
1 C -0.34925 0.59022 0.53427  C3 1.325, N6 1.184
2 C -0.27411 -1.83142 -0.50877  N9 1.340, H10 1.092, H11 1.064
3 C 0.86582 0.28051 0.96376  C1 1.325, C4 1.559, N7 1.327
4 C 1.75501 1.49131 1.38005  C3 1.559, H12 1.126, H13 1.054, H14 1.029
5 C 1.86698 -2.94909 -0.42372  N9 1.463, H15 1.050, H16 1.144, H17 1.057
6 N -1.40098 1.13338 0.55879  C1 1.184, H18 1.012
7 N 1.51451 -0.83847 0.66919  C3 1.327, N9 1.344, H19 1.077
8 N -3.45098 2.51264 -0.51868  H20 1.075, H21 1.062, H22 0.970
9 N 0.99892 -1.81896 -0.09177  C2 1.340, C5 1.463, N7 1.344
10 H -0.63512 -2.61883 -1.17290  C2 1.092
11 H -1.10113 -1.20467 -0.27242  C2 1.064
12 H 2.14930 1.34050 2.42357  C4 1.126
13 H 1.02275 2.24422 1.46564  C4 1.054
14 H 2.47556 1.77650 0.70296  C4 1.029
15 H 1.14212 -3.62151 -0.77616  C5 1.050
16 H 2.57553 -2.80071 -1.30984  C5 1.144
17 H 2.43176 -3.45893 0.31067  C5 1.057
18 H -2.23836 1.49331 0.11912  N6 1.012
19 H 2.53160 -0.98785 0.98987  N7 1.077
20 H -4.04895 2.46060 0.37368  N8 1.075
21 H -3.19483 3.54298 -0.55496  N8 1.062
22 H -4.04472 2.48206 -1.28459  N8 0.970

Löwdin atomic charge list, values in e, 2 entries: -0.1513, 0.1327

Least stable of them? <R>.